(1)
Computed, not measured: an isolated molecule of C23H21N3O6S, with the ωB97M-V functional and the def2-TZVPD basis.

Geometry (Å):
C 3.4506 3.2344 -0.6242
O 2.8733 2.2702 0.2317
C 2.2464 2.6185 1.3809
C 1.7233 1.5221 2.0728
C 1.0237 1.6904 3.2503
N 0.4835 0.6050 3.9525
C -0.0186 -0.5692 3.4830
O -0.2830 -1.4811 4.2397
C -0.2889 -0.6582 2.0153
C -0.9834 0.3551 1.3478
C -1.2763 0.2184 0.0096
C -0.8865 -0.9267 -0.6841
C -1.1909 -1.0650 -2.1125
O -1.7511 -0.2185 -2.7698
N -0.7764 -2.2648 -2.6975
C -1.1078 -2.4574 -4.1092
C -2.4411 -3.1095 -4.2711
C -2.8561 -4.3945 -4.0705
C -4.2422 -4.4087 -4.3561
C -4.5629 -3.1337 -4.7060
O -3.4830 -2.3420 -4.6545
C -0.1173 -3.2612 -2.0341
S 0.3916 -4.6578 -2.7417
N 0.1455 -3.0693 -0.7130
C -0.2137 -1.9504 -0.0079
C 0.0753 -1.8149 1.3479
C 0.8643 2.9677 3.7827
C 1.3827 4.0660 3.1170
O 1.2480 5.3474 3.5565
C 0.4980 5.5917 4.7218
C 2.0873 3.9061 1.9046
O 2.5651 5.0122 1.2282
C 3.5676 5.7605 1.8898
H 4.3137 3.7195 -0.1619
H 3.7807 2.6715 -1.4973
H 2.7261 3.9922 -0.9247
H 1.8960 0.5456 1.6538
H 0.4933 0.6753 4.9632
H -1.2920 1.2386 1.8834
H -1.8077 0.9846 -0.5329
H -1.1423 -1.4677 -4.5694
H -0.3223 -3.0702 -4.5564
H -2.2488 -5.2225 -3.7679
H -4.9005 -5.2516 -4.3086
H -5.4886 -2.6829 -5.0042
H 0.6305 -3.8248 -0.2455
H 0.5834 -2.6043 1.8810
H 0.3205 3.0848 4.7057
H -0.5331 5.2418 4.6164
H 0.9560 5.1266 5.6007
H 0.4987 6.6734 4.8469
H 3.1871 6.2372 2.7947
H 4.4251 5.1280 2.1472
H 3.8789 6.5238 1.1787

Calculated values
* total charge: 0
* energy relative to the best compared isomer or geometry (same formula, charge and spin): 31.20 kcal/mol
* spin multiplicity: 1
* HOMO-LUMO gap: 8.166 eV
* lowest unoccupied orbital energy: -0.190 eV
* strongest force on any atom: 0.01770 hartree/bohr
* molecular weight: 467.50 g mol⁻¹
* structure (SMILES): COc1cc(NC(=O)c2ccc3c(=O)n(Cc4ccco4)c(=S)[nH]c3c2)cc(OC)c1OC

(2)
Computed, not measured: a structure of composition C23H22CaCl4F2N4O3S at a distorted geometry, with the ωB97M-V functional and the def2-TZVPD basis.

Geometry (Å):
Ca 0.4070 0.6826 1.3488
F 2.2278 4.2037 -2.8247
C 1.9702 2.9016 -2.9907
C 2.0281 2.0783 -1.9082
C 1.7464 0.7302 -2.2012
C 1.4592 0.2549 -3.4917
C 1.4195 1.1867 -4.5373
F 1.1372 0.7399 -5.7670
C 1.6624 2.5029 -4.3154
C 1.2568 -1.1399 -3.3852
C 0.9460 -2.2093 -4.2381
C 0.8256 -3.4655 -3.7094
C 1.0126 -3.6923 -2.3267
C 1.3117 -2.6614 -1.4908
N 1.4179 -1.4288 -2.0581
H 2.2912 2.4414 -0.9229
H 1.6335 3.2276 -5.1159
H 0.8083 -2.0134 -5.2918
H 0.5854 -4.2973 -4.3578
H 0.9243 -4.6840 -1.9064
H 1.4729 -2.7026 -0.4250
N -0.9032 2.1388 -0.3675
C -1.5875 1.8444 -1.6353
C -3.0531 1.5016 -1.4389
C -3.3565 0.3265 -0.5123
C -2.6729 -0.9793 -0.9093
N -1.3761 -1.1296 -0.2250
H -1.5244 2.6066 0.2894
H -0.1537 2.8085 -0.5070
H -1.0701 1.0062 -2.1138
H -1.5189 2.6926 -2.3216
H -3.4755 1.2904 -2.4268
H -3.5729 2.3960 -1.0786
H -4.4379 0.1748 -0.5034
H -3.0958 0.5599 0.5241
H -2.4975 -0.9904 -1.9909
H -3.3404 -1.8193 -0.6977
H -0.9804 -2.0333 -0.4614
H -1.5613 -1.1811 0.7804
Cl 0.7951 -2.0226 2.3831
C -0.0903 -2.0864 3.9165
C 0.3343 -3.0553 4.8055
C -0.3027 -3.1651 6.0288
C -1.3444 -2.3017 6.3223
C -1.7392 -1.3422 5.4044
Cl -3.0601 -0.3135 5.8776
C -1.1318 -1.1774 4.1478
S -1.6582 0.0465 3.0033
H 1.1572 -3.7036 4.5384
H 0.0127 -3.9100 6.7467
H -1.8625 -2.3591 7.2698
Cl 3.7229 3.2845 4.2463
C 2.7305 3.6473 2.8401
Cl 3.7437 4.0713 1.4171
C 1.7990 2.5058 2.4284
O 0.8215 2.8477 1.6895
O 2.0469 1.3315 2.7716
H 2.1382 4.5256 3.0630
O 1.8276 -0.3783 -0.0414
N 1.6939 -0.3134 -1.3479

Calculated values
* total charge: 0
* energy relative to the best compared isomer or geometry (same formula, charge and spin): 10.64 kcal/mol
* spin multiplicity: 1
* HOMO-LUMO gap: 6.493 eV
* lowest unoccupied orbital energy: -0.737 eV
* strongest force on any atom: 0.03004 hartree/bohr
* molecular weight: 654.41 g mol⁻¹

(3)
Computed, not measured: an isolated molecule of C23H22ClN3O7S at a distorted geometry, with the ωB97M-V functional and the def2-TZVPD basis.

Geometry (Å):
C 2.7385 -0.7295 4.7509
O 1.4923 -0.1291 4.4769
C 0.9801 -0.2433 3.2256
C 1.5984 -0.8964 2.1664
C 0.9712 -0.9358 0.9327
C -0.2579 -0.3387 0.7404
N -0.8602 -0.3393 -0.5385
C -1.9480 -1.2462 -0.8446
C -1.3220 -2.4958 -1.4762
O -1.2707 -3.5706 -0.9182
N -0.8073 -2.2397 -2.6957
C 0.2094 -3.1026 -3.2726
C 1.5334 -2.7777 -2.6262
C 2.1586 -1.5658 -2.8987
C 3.3003 -1.1893 -2.2159
C 3.8198 -2.0378 -1.2517
Cl 5.2268 -1.5628 -0.3653
C 3.2204 -3.2557 -0.9738
C 2.0737 -3.6162 -1.6600
S -0.4136 0.8950 -1.5090
O -0.9609 0.6887 -2.8210
O 1.0041 1.0641 -1.3993
C -1.1110 2.4068 -0.8029
C -0.3269 3.0785 0.1186
C -0.7549 4.2808 0.6560
C -1.9558 4.8387 0.2414
C -2.7345 4.1852 -0.6961
C -2.3175 2.9581 -1.2004
N -3.2061 2.2765 -2.1140
O -3.6554 2.9183 -3.0315
O -3.4838 1.1298 -1.8458
C -0.8870 0.3304 1.8045
O -2.0848 0.9124 1.5131
C -2.7693 1.5873 2.5418
C -0.2639 0.3678 3.0382
H 3.5336 -0.3022 4.1328
H 2.7016 -1.8123 4.6009
H 2.9416 -0.5166 5.7991
H 2.5584 -1.3707 2.2801
H 1.4400 -1.4320 0.0995
H -2.4789 -1.5073 0.0721
H -2.6293 -0.7583 -1.5417
H -0.8256 -1.2776 -3.0132
H -0.0747 -4.1362 -3.0644
H 0.2362 -2.9343 -4.3507
H 1.7413 -0.8971 -3.6361
H 3.7668 -0.2385 -2.4152
H 3.6367 -3.9052 -0.2197
H 1.5835 -4.5491 -1.4279
H 0.6232 2.6435 0.3845
H -0.1436 4.7917 1.3838
H -2.2837 5.7846 0.6436
H -3.6677 4.6050 -1.0405
H -3.0034 0.9171 3.3736
H -3.6954 1.9422 2.0928
H -2.1927 2.4418 2.9104
H -0.7032 0.8655 3.8867

Calculated values
* total charge: 0
* energy relative to the best compared isomer or geometry (same formula, charge and spin): 56.46 kcal/mol
* spin multiplicity: 1
* HOMO-LUMO gap: 8.156 eV
* lowest unoccupied orbital energy: -0.518 eV
* strongest force on any atom: 0.02080 hartree/bohr
* molecular weight: 519.96 g mol⁻¹
* structure (SMILES): COc1ccc(N(CC(=O)NCc2ccc(Cl)cc2)S(=O)(=O)c2ccccc2[N+](=O)[O-])c(OC)c1

(4)
Computed, not measured: a cluster of 4 separate species, C23H22F25INO5 in total at a distorted geometry, with the ωB97M-V functional and the def2-TZVPD basis.

Geometry (Å):
C 5.4097 -2.7837 -0.4749
C 4.8550 -3.5904 0.4605
C 4.3175 -3.0058 1.7759
C 5.3161 -1.9096 2.2393
C 5.1946 -1.6329 3.7510
C 6.1539 -2.4840 4.5932
I 5.8192 0.4489 4.0732
C 2.9894 -2.4712 1.4484
O 2.1000 -3.2040 1.0275
N 2.6824 -1.0299 1.5588
C 2.2515 -0.6098 2.7982
O 1.9379 -1.3423 3.6853
F 2.1964 0.7179 2.9708
H 4.9437 -1.8140 -0.6511
H 6.2758 -3.0327 -1.0827
H 4.7521 -4.6584 0.2628
H 6.3345 -2.2446 2.0438
H 5.1404 -0.9738 1.6978
H 4.1899 -1.7813 4.1378
H 6.0468 -2.1695 5.6367
H 7.1973 -2.3204 4.3259
H 5.8730 -3.5382 4.5552
H 3.4266 -0.4499 1.1860
C -2.1921 -4.2426 -2.4831
C -2.5446 -3.1818 -3.5426
C -1.9111 -3.3148 -4.9297
F -0.5719 -3.2426 -4.8954
F -2.3503 -2.2949 -5.7151
F -2.3128 -1.9556 -3.0280
F -3.8928 -3.2742 -3.7363
O -1.2021 -3.9432 -1.5112
C 0.1491 -4.1694 -1.7861
C 0.9911 -2.8862 -1.8238
F 0.5177 -2.0164 -2.7590
F 2.2534 -3.2045 -2.1704
F 0.2807 -4.8939 -2.9243
F 0.6060 -4.9318 -0.7890
H -3.1022 -4.3434 -1.8924
H -2.0237 -5.2221 -2.9304
H -2.2066 -4.2587 -5.3970
H 0.9971 -2.3886 -0.8522
C -5.0107 0.4988 1.0967
C -4.8522 2.0273 1.1596
C -6.0399 2.8905 0.7230
F -6.3716 2.6923 -0.5661
F -5.7114 4.1991 0.8581
F -3.7380 2.3853 0.4912
F -4.6360 2.3319 2.4713
O -4.4685 -0.1941 -0.0182
C -5.1820 -0.3442 -1.1923
C -4.5048 0.3695 -2.3677
F -4.3553 1.6894 -2.1249
F -5.2734 0.2426 -3.4747
F -6.4682 0.0261 -1.0333
F -5.1926 -1.6622 -1.4744
H -4.4225 0.1228 1.9325
H -6.0358 0.1903 1.3009
H -6.9121 2.6898 1.3521
H -3.5227 -0.0620 -2.5595
C -0.9548 4.5261 0.6991
C -1.0378 5.4394 -0.5412
C -0.3278 4.9786 -1.8167
F 1.0004 4.8496 -1.6465
F -0.5209 5.9071 -2.7890
F -0.6410 6.6877 -0.2043
F -2.3592 5.5248 -0.8629
O -0.0033 4.8351 1.7061
C 1.3008 4.3834 1.6185
C 2.2990 5.5376 1.4969
F 2.0345 6.3048 0.4189
F 3.5471 5.0406 1.3526
F 1.4338 3.4794 0.6334
F 1.5687 3.7446 2.7707
H -1.9083 4.6605 1.2067
H -0.9180 3.4723 0.4253
H -0.7388 4.0265 -2.1640
H 2.2618 6.1660 2.3890

Calculated values
* total charge: -1
* spin multiplicity: 1
* HOMO-LUMO gap: 5.576 eV
* lowest unoccupied orbital energy: 1.933 eV
* strongest force on any atom: 0.05816 hartree/bohr
* molecular weight: 994.29 g mol⁻¹

(5)
Computed, not measured: a structure of composition C23H22F6N2O4RuS2, with the ωB97M-V functional and the def2-TZVPD basis.

Geometry (Å):
Ru 0.1368 0.5047 0.2001
C 3.5759 1.8035 0.5060
C 2.8109 0.5161 0.4408
C 2.7707 -0.2395 -0.7386
C 2.1297 -1.4779 -0.8010
C 2.0943 -2.2470 -2.0845
C 1.4841 -1.9543 0.3479
C 1.4958 -1.2310 1.5491
C 0.8734 -1.7750 2.8022
C 2.1555 0.0123 1.5773
H 3.2726 2.4086 1.3587
H 3.4489 2.3898 -0.4024
H 4.6392 1.5801 0.6165
H 3.2538 0.1508 -1.6273
H 1.3722 -1.7911 -2.7678
H 1.8012 -3.2818 -1.9193
H 3.0683 -2.2285 -2.5726
H 0.9685 -2.9075 0.3101
H 1.6434 -2.2615 3.4043
H 0.1135 -2.5207 2.5754
H 0.4428 -0.9779 3.4090
H 2.1827 0.5723 2.5054
N -1.8412 -0.7650 0.6263
C -1.7450 -2.0681 0.0378
C -1.9040 -3.1915 0.8353
C -1.7250 -4.4572 0.2997
C -1.4002 -4.5938 -1.0419
C -1.2662 -3.4661 -1.8365
C -1.4295 -2.1815 -1.3187
C -1.2605 -0.9936 -2.1985
C -1.7634 -1.0425 -3.4989
C -1.5799 0.0159 -4.3762
C -0.8907 1.1472 -3.9686
C -0.3965 1.2204 -2.6724
C -0.5795 0.1614 -1.7814
H -2.0915 -0.8023 1.6091
H -2.5212 -0.1791 0.1464
H -2.1837 -3.0748 1.8764
H -1.8500 -5.3299 0.9261
H -1.2582 -5.5761 -1.4712
H -1.0054 -3.5771 -2.8814
H -2.3201 -1.9135 -3.8218
H -1.9833 -0.0430 -5.3783
H -0.7446 1.9752 -4.6496
H 0.1316 2.1152 -2.3640
F -0.9919 4.7775 -1.2473
C -1.1627 4.5100 0.0386
F -2.0668 3.5351 0.1663
F -1.5786 5.5854 0.6777
S 0.4404 3.9302 0.7462
O 0.6618 2.6623 0.0195
O 1.3968 4.9495 0.5228
N 0.1635 3.7007 2.2636
S -0.3368 2.3931 2.9485
O 0.5799 1.8572 3.8991
O -0.9110 1.4162 1.9969
C -1.8177 2.9728 3.8819
F -2.3474 1.9201 4.4932
F -1.4553 3.8778 4.7677
F -2.7005 3.4875 3.0382

Calculated values
* total charge: +1
* energy relative to the best compared isomer or geometry (same formula, charge and spin): 0.00 kcal/mol
* spin multiplicity: 6
* HOMO-LUMO gap (alpha / beta): 8.578 / 6.437 eV
* ⟨S²⟩: 8.761
* lowest unoccupied orbital energy (alpha / beta): -2.750 / -5.336 eV
* strongest force on any atom: 0.00151 hartree/bohr
* molecular weight: 669.63 g mol⁻¹

(6)
Computed, not measured: a structure of composition C23H22FeN3O2S4 at a distorted geometry, with the ωB97M-V functional and the def2-TZVPD basis.

Geometry (Å):
Fe -0.1042 0.1122 -0.2524
S 0.8344 -2.1701 -0.8218
C -0.1957 -2.9217 -1.9984
C 0.2524 -4.0194 -2.7519
C -0.5796 -4.6579 -3.6517
C -1.8883 -4.2253 -3.8404
C -2.3470 -3.1344 -3.1210
C -1.5176 -2.4895 -2.2101
S -2.1358 -1.0737 -1.3250
C -2.5969 -1.9012 0.2622
C -2.1658 -1.0960 1.4485
C -3.0417 -0.7464 2.4597
C -2.5377 -0.1472 3.6047
C -1.1704 0.0518 3.7052
C -0.3608 -0.2808 2.6326
C 1.1387 -0.1677 2.7365
S 2.0188 -0.0046 1.1348
C 2.5460 1.6824 1.1873
C 3.9033 1.9765 1.2047
C 4.3294 3.2942 1.2260
C 3.3789 4.3137 1.2437
C 2.0288 4.0242 1.2173
C 1.5684 2.6946 1.1737
S -0.1093 2.3126 1.0768
N -0.8562 -0.7977 1.4994
H 1.2718 -4.3539 -2.6084
H -0.2068 -5.5038 -4.2189
H -2.5419 -4.7345 -4.5381
H -3.3572 -2.7665 -3.2569
H -2.0630 -2.8509 0.2501
H -3.6707 -2.0762 0.2566
H -4.0953 -0.9707 2.3633
H -3.1949 0.1442 4.4135
H -0.7362 0.4728 4.6022
H 1.5327 -1.0864 3.1752
H 1.4289 0.6750 3.3604
H 4.6148 1.1595 1.2046
H 5.3872 3.5258 1.2339
H 3.7065 5.3470 1.2783
H 1.2887 4.8145 1.2214
C 1.5994 2.6829 -3.2598
C 0.6577 1.8756 -2.4189
N 1.0066 0.7723 -1.8417
O 2.3225 0.3767 -2.0473
C -0.7080 2.2837 -2.2027
C -1.3923 3.3620 -2.9923
N -1.3276 1.6035 -1.2720
O -2.5573 1.7800 -1.0001
H 2.6016 2.2700 -3.1897
H 1.6168 3.7172 -2.9154
H 1.2767 2.6681 -4.3027
H 2.2619 -0.5696 -1.8047
H -0.6765 4.0852 -3.3831
H -2.1038 3.8730 -2.3422
H -1.9546 2.9371 -3.8300

Calculated values
* total charge: -1
* energy relative to the best compared isomer or geometry (same formula, charge and spin): 0.00 kcal/mol
* spin multiplicity: 5
* HOMO-LUMO gap (alpha / beta): 6.365 / 6.452 eV
* ⟨S²⟩: 6.023
* lowest unoccupied orbital energy (alpha / beta): 2.748 / 2.743 eV
* strongest force on any atom: 0.02843 hartree/bohr
* molecular weight: 556.56 g mol⁻¹

Which of these has the highest molecular weight?
C23H22F25INO5

Look up the total charge of the sixth one.
-1